Formula: C26H25BrFeN7O2S3
Source: OMol25
Level of theory: the ωB97M-V functional and the def2-TZVPD basis

The calculation puts the energy relative to the best compared isomer or geometry (same formula, charge and spin) at 0.00 kJ/mol. Its charge is +1. Its orbital gap (alpha / beta) is 6.643 / 6.667 eV.

Last column: Löwdin charge in e.
Positions of all 65 atoms, in Å:
Fe1 0.9169 0.3555 0.6078  0.216
C1 6.1771 -0.3226 -1.1673  -0.029
C2 5.2291 -0.2201 -0.0065  -0.226
C3 5.6593 -0.2297 1.3139  0.006
C4 4.7433 -0.1494 2.3493  -0.065
C5 3.4092 -0.0603 2.0104  -0.669
Br1 2.0579 -0.0109 3.3381  0.933
N1 2.9662 -0.0272 0.7626  -0.022
C6 3.8628 -0.1075 -0.2231  -0.049
H1 7.2007 -0.4603 -0.8254  0.084
H2 6.1446 0.5792 -1.7798  0.091
H3 5.9170 -1.1650 -1.8086  0.090
H4 6.7159 -0.3048 1.5387  0.129
H5 5.0495 -0.1573 3.3851  0.115
H6 3.4594 -0.0838 -1.2278  0.125
N2 1.5640 2.6533 -1.6926  0.148
C7 1.2815 1.4079 -2.2080  -0.269
C8 1.3275 1.2754 -3.6051  0.008
C9 1.0821 0.0540 -4.1723  -0.033
C10 0.7917 -1.0293 -3.3441  -0.033
C11 0.7600 -0.8114 -1.9936  -0.139
N3 0.9997 0.3866 -1.4049  0.056
C12 1.4650 3.1555 -0.4079  -0.260
C13 1.5696 4.5484 -0.2820  0.007
C14 1.4720 5.1220 0.9566  -0.034
C15 1.2536 4.2975 2.0573  -0.035
C16 1.1666 2.9481 1.8451  -0.170
N4 1.2950 2.3486 0.6345  0.007
H7 1.7008 3.3614 -2.3937  0.141
H8 1.5494 2.1408 -4.2151  0.122
H9 1.1108 -0.0613 -5.2475  0.122
H10 0.5814 -2.0105 -3.7421  0.119
H11 0.5200 -1.6127 -1.3199  0.070
H12 1.7120 5.1535 -1.1674  0.121
H13 1.5467 6.1951 1.0688  0.122
H14 1.1376 4.6965 3.0536  0.118
H15 0.9571 2.2929 2.6704  0.033
N5 1.0605 -5.0639 1.1206  0.021
C17 0.4013 -3.8696 1.6333  -0.123
C18 0.9654 -2.6521 0.9305  -0.501
O1 0.3896 -1.5780 0.9782  -0.082
O2 2.0976 -2.8522 0.2982  0.133
H16 0.5665 -5.4401 0.3194  0.103
H17 1.1137 -5.7988 1.8122  0.099
H18 2.2679 -3.8264 0.4118  0.121
H19 0.6511 -3.7377 2.6888  0.145
H20 -0.6864 -3.8491 1.5537  0.140
S1 -4.5190 -2.5318 -1.9393  0.593
C19 -3.9442 -1.4166 -0.8583  -1.081
S2 -2.2289 -1.1596 -0.7155  0.978
C20 -2.4713 0.0823 0.4591  -1.021
N6 -3.7107 0.2840 0.7353  0.010
N7 -4.5396 -0.5571 0.0034  -0.125
C21 -5.9440 -0.3657 0.2462  -0.181
C22 -6.3496 0.8118 0.8724  -0.025
C23 -7.6934 1.0281 1.1191  -0.080
C24 -8.6428 0.0847 0.7510  -0.088
C25 -8.2279 -1.0857 0.1409  -0.075
C26 -6.8835 -1.3233 -0.1137  -0.046
S3 -1.1881 0.9968 1.2117  0.682
H21 -5.6156 1.5452 1.1636  0.100
H22 -7.9977 1.9466 1.6036  0.105
H23 -9.6927 0.2607 0.9427  0.104
H24 -8.9519 -1.8365 -0.1470  0.107
H25 -6.5792 -2.2440 -0.5793  0.035



Formula: C11H13N2O4
Source: OMol25
Level of theory: the ωB97M-V functional and the def2-TZVPD basis

The calculation puts the energy relative to the best compared isomer or geometry (same formula, charge and spin) at 659.66 kJ/mol. Its charge is +1. Its orbital gap is 6.861 eV.

Last column: Löwdin charge in e.
Positions of all 30 atoms, in Å:
N1 1.5494 -0.2067 2.4076  0.065
C1 0.2919 0.4887 2.0727  -0.170
C2 -0.2641 1.7289 2.8613  0.017
C3 -1.6051 2.3957 2.3985  -0.017
C4 -2.4576 1.8780 1.1904  0.018
C5 -1.8930 0.6737 0.4167  -0.018
C6 -0.5487 0.0035 0.8715  -0.001
C7 -0.3287 -1.1580 -0.1877  -0.298
O1 0.3772 -2.2041 -0.1726  0.003
N2 -1.1494 -0.7520 -1.3259  -0.038
C8 -0.4868 -0.1876 -2.5317  -0.045
C9 1.0139 0.5034 -2.0433  -0.174
C10 0.8669 2.0327 -1.3655  -0.001
O2 1.4516 1.7165 -2.8263  -0.190
C11 -2.4051 -0.1212 -0.8661  -0.285
O3 -3.5247 -0.2027 -1.4037  0.116
H1 2.2730 0.5273 2.4152  0.095
H2 1.7388 -0.8129 1.5932  0.062
H3 0.3298 2.1526 3.7328  0.103
H4 -1.9706 3.3090 2.9887  0.104
H5 -3.4502 2.3367 0.8634  0.114
H6 -1.0046 0.7424 -2.9452  0.144
H7 -0.2084 -0.9556 -3.3242  0.127
H8 1.8421 -0.2301 -1.5799  0.150
H9 1.8092 2.5452 -0.9637  0.114
H10 0.0063 2.6671 -1.7548  0.115
O4 1.8420 -4.8387 0.0292  0.339
H11 2.7773 -4.6901 0.2937  0.205
H12 1.7821 -5.3570 -0.8047  0.207
H13 1.3454 -3.9849 -0.0395  0.142



Formula: C36H84N4O4
Source: OMol25
Level of theory: the ωB97M-V functional and the def2-TZVPD basis

The calculation puts the energy relative to the best compared isomer or geometry (same formula, charge and spin) at 252.75 kJ/mol. Its orbital gap is 8.554 eV.

Last column: Löwdin charge in e.
Positions of all 128 atoms, in Å:
C1 6.4717 -19.7079 10.6533  -0.073
C2 5.5158 -20.2815 11.7575  -0.233
N1 4.5766 -21.3070 11.3129  -0.200
C3 3.5440 -20.8599 10.3464  -0.246
C4 2.8486 -19.5816 10.6702  -0.086
C5 5.2048 -22.4995 10.8423  -0.279
C6 4.2874 -23.7034 11.1012  -0.087
H1 6.9416 -18.7720 10.9557  0.056
H2 5.9018 -19.4805 9.7524  0.054
H3 7.2780 -20.4186 10.4717  0.064
H4 6.1762 -20.5771 12.5727  0.107
H5 4.9529 -19.4761 12.2292  0.098
H6 4.0303 -20.7997 9.3727  0.095
H7 2.7558 -21.6108 10.2907  0.110
H8 2.4179 -19.3102 9.7064  0.047
H9 2.0365 -19.6293 11.3957  0.090
H10 3.4832 -18.6974 10.7309  0.051
H11 5.9674 -22.7304 11.5860  0.113
H12 5.6372 -22.3140 9.8591  0.114
H13 4.0325 -23.8103 12.1555  0.078
H14 4.7335 -24.6811 10.9194  0.065
H15 3.3952 -23.6456 10.4777  0.057
C7 9.1653 -12.5973 10.2849  -0.102
C8 8.4566 -12.6727 11.5915  -0.268
N2 9.3698 -12.5331 12.7468  -0.162
C9 9.9441 -11.1544 12.8990  -0.258
C10 10.8366 -10.9349 14.0964  -0.110
C11 8.6332 -12.8495 13.9774  -0.252
C12 8.3533 -14.3793 14.2150  -0.073
H16 8.4382 -12.5593 9.4738  0.072
H17 10.0106 -13.2552 10.0828  0.074
H18 9.6991 -11.6515 10.1925  0.061
H19 7.7109 -11.8780 11.6155  0.117
H20 7.8411 -13.5722 11.6078  0.086
H21 10.4878 -10.8426 12.0072  0.102
H22 9.1804 -10.3792 12.9625  0.110
H23 11.6146 -11.6982 14.1042  0.080
H24 11.3564 -9.9904 13.9356  0.072
H25 10.4132 -10.8714 15.0988  0.067
H26 7.7948 -12.1536 14.0085  0.116
H27 9.1974 -12.6579 14.8902  0.090
H28 7.5046 -14.7231 13.6237  0.046
H29 7.9597 -14.5130 15.2226  0.063
H30 9.2101 -15.0420 14.0937  0.075
C13 1.2114 -11.0578 4.9639  -0.086
C14 2.7074 -10.8788 4.8168  -0.254
N3 3.3053 -10.0694 5.8925  -0.185
C15 2.9628 -8.6688 5.7761  -0.252
C16 3.5228 -7.7088 6.8796  -0.069
C17 4.7842 -10.2972 5.8637  -0.231
C18 5.1610 -11.5742 6.6011  -0.091
H31 0.7189 -10.1105 4.7445  0.064
H32 0.8846 -11.3757 5.9540  0.062
H33 0.8803 -11.8929 4.3466  0.073
H34 3.1735 -11.8570 4.6983  0.103
H35 2.9203 -10.3377 3.8949  0.111
H36 3.2346 -8.2901 4.7908  0.109
H37 1.8732 -8.6897 5.7971  0.100
H38 3.0375 -7.8434 7.8462  0.061
H39 4.5989 -7.7053 7.0534  0.056
H40 3.1939 -6.7103 6.5914  0.065
H41 5.2277 -9.5338 6.5030  0.090
H42 5.2321 -10.2584 4.8708  0.117
H43 4.8385 -12.5005 6.1257  0.034
H44 4.6971 -11.5213 7.5861  0.065
H45 6.2219 -11.7179 6.8060  0.072
C19 -1.4314 -12.5881 12.3028  -0.090
C20 -0.8140 -12.4411 10.9076  -0.265
N4 0.6436 -12.4256 11.0127  -0.178
C21 1.2691 -12.1838 9.7033  -0.238
C22 1.1558 -10.7030 9.2320  -0.067
C23 1.1458 -13.6691 11.5681  -0.273
C24 0.9130 -14.9984 10.8649  -0.092
H46 -1.0601 -11.7460 12.8868  0.074
H47 -1.2903 -13.4380 12.9706  0.068
H48 -2.4939 -12.4494 12.1026  0.069
H49 -1.2826 -13.2182 10.3036  0.104
H50 -1.0409 -11.4808 10.4445  0.100
H51 2.3000 -12.5194 9.5908  0.103
H52 0.6502 -12.7555 9.0117  0.105
H53 0.1740 -10.3044 9.4875  0.060
H54 1.9719 -10.1292 9.6712  0.064
H55 1.5023 -10.5814 8.2057  0.044
H56 0.9712 -13.7356 12.6419  0.107
H57 2.2296 -13.6413 11.4551  0.100
H58 1.4845 -15.1178 9.9444  0.048
H59 -0.1290 -15.1048 10.5629  0.062
H60 1.1851 -15.8333 11.5106  0.076
C25 4.6457 -14.5408 8.3769  -0.005
C26 4.6284 -15.5704 9.5738  -0.427
O1 3.7392 -16.3599 9.8493  0.026
C27 5.9349 -15.6549 10.3240  -0.012
H61 5.2230 -14.9236 7.5353  0.040
H62 5.1236 -13.6024 8.6583  0.064
H63 3.6009 -14.2778 8.2120  0.078
H64 5.7334 -16.2080 11.2414  0.084
H65 6.3301 -14.6471 10.4515  0.061
H66 6.6376 -16.2179 9.7098  0.084
C28 9.2387 -16.5936 7.0460  -0.022
C29 8.7405 -15.1826 7.0351  -0.456
O2 7.5232 -14.9748 7.0764  0.029
C30 9.6994 -14.0405 6.8002  -0.013
H67 9.7312 -16.8207 7.9915  0.089
H68 9.9663 -16.7974 6.2604  0.082
H69 8.4613 -17.3455 6.9107  0.081
H70 10.3141 -13.8453 7.6789  0.074
H71 9.1455 -13.1365 6.5470  0.084
H72 10.3264 -14.2767 5.9405  0.084
C31 1.2708 -18.3887 7.0826  -0.016
C32 2.6125 -17.8560 6.5747  -0.424
O3 2.6850 -17.1436 5.5716  0.037
C33 3.8558 -18.4174 7.2886  -0.019
H73 1.0972 -18.1105 8.1222  0.074
H74 1.3208 -19.4682 6.9404  0.087
H75 0.4373 -17.9740 6.5157  0.080
H76 3.9509 -19.5029 7.2637  0.075
H77 3.8457 -18.2398 8.3640  0.040
H78 4.7814 -18.0958 6.8111  0.078
C34 5.0361 -15.1417 4.8135  -0.025
C35 5.4916 -14.4264 3.5427  -0.412
O4 5.4766 -13.1739 3.4688  0.012
C36 5.9462 -15.3404 2.3501  -0.020
H79 4.9734 -14.4810 5.6782  0.041
H80 5.7532 -15.9625 4.8303  0.081
H81 4.0979 -15.6487 4.5884  0.068
H82 5.9004 -14.7204 1.4547  0.073
H83 5.2884 -16.2043 2.2556  0.076
H84 6.9880 -15.6394 2.4658  0.075



Formula: C4H4F4
Source: OMol25
Level of theory: the ωB97M-V functional and the def2-TZVPD basis

The calculation puts the energy relative to the best compared isomer or geometry (same formula, charge and spin) at 151.06 kJ/mol. Its orbital gap is 10.224 eV.

Last column: Löwdin charge in e.
Positions of all 12 atoms, in Å:
C1 -2.0193 -0.2103 0.2908  -0.053
C2 -0.6961 0.4900 0.1778  -0.196
C3 0.4835 -0.1886 -0.2216  -0.132
C4 1.9680 0.1392 -0.2844  -0.381
H1 -1.6092 -1.4090 0.4541  0.152
H2 -2.6506 -0.2507 -0.7673  0.143
H3 -2.4644 0.2527 1.2134  0.086
H4 2.4928 -0.4173 -1.0309  0.154
F1 -0.6726 1.9172 -0.0328  -0.020
F2 0.4403 -1.5149 -0.3918  0.053
F3 2.5631 -0.2633 0.8242  0.095
F4 2.1644 1.4549 -0.2314  0.100



Formula: C5H11N4
Source: OMol25
Level of theory: the ωB97M-V functional and the def2-TZVPD basis

The calculation puts the energy relative to the best compared isomer or geometry (same formula, charge and spin) at 206.61 kJ/mol. Its multiplicity is 3. As for the expectation value of S²: 2.0218. Its charge is +1. Its orbital gap (alpha / beta) is 6.635 / 7.753 eV.

Last column: Löwdin charge in e.
Positions of all 20 atoms, in Å:
C1 0.9720 1.2046 -1.1737  0.123
C2 1.9977 0.5911 -0.6653  -0.173
C3 0.9904 -0.0689 1.5245  -0.120
C4 -1.0477 0.3948 0.1083  -0.402
C5 -1.3348 -0.9662 -0.4994  -0.216
N1 1.8810 -0.0786 0.5978  0.050
N2 -0.2498 0.3411 1.3287  0.108
N3 -2.0582 1.3244 0.1329  0.109
N4 -0.1453 -1.7761 -0.7078  0.001
H1 1.0462 2.0179 -1.9963  0.104
H2 3.0885 0.6444 -1.0455  0.160
H3 1.2491 -0.5212 2.5452  0.193
H4 -1.9106 -1.3576 0.3117  0.108
H5 -2.0199 -0.9474 -1.4452  0.155
H6 2.7664 -0.3562 0.8946  0.129
H7 -0.8822 0.5603 2.1493  0.187
H8 -2.5918 1.5093 -0.7958  0.160
H9 -1.7837 2.2227 0.6727  0.146
H10 -0.2210 -2.7523 -0.3360  0.105
H11 0.2538 -1.9860 -1.6006  0.072



Formula: C4H8NS
Source: OMol25
Level of theory: the ωB97M-V functional and the def2-TZVPD basis

The calculation puts the energy relative to the best compared isomer or geometry (same formula, charge and spin) at 65.57 kJ/mol. Its multiplicity is 3. As for the expectation value of S²: 2.0067. Its charge is +1. Its orbital gap (alpha / beta) is 7.975 / 8.318 eV.

Last column: Löwdin charge in e.
Positions of all 14 atoms, in Å:
C1 1.9862 0.3496 -0.0772  -0.716
C2 0.8966 1.2638 -0.0458  -0.133
C3 0.6120 -0.0616 0.5371  -0.206
C4 -1.7880 -0.4423 0.0561  0.033
N1 -0.3863 -0.8358 -0.3194  0.043
S1 3.4789 -0.2369 -0.1165  0.910
H1 0.8939 2.2508 0.4086  0.137
H2 0.4355 1.3067 -1.0393  0.123
H3 0.4604 -0.4470 1.5516  0.166
H4 -2.1159 -0.9237 0.9551  0.104
H5 -1.7485 0.6127 0.2798  0.101
H6 -2.4068 -0.6214 -0.8261  0.116
H7 -0.1213 -0.3941 -1.1704  0.139
H8 -0.1969 -1.8208 -0.1935  0.183



So what do the calculations give for max |F|? Going down the list: 0.01291; 0.10556; 0.06538; 0.09552; 0.08690; 0.04818 hartree/bohr.